Record 1
{
  "formula": "C3H4BrO2S",
  "method": "ωB97M-V/def2-TZVPD",
  "species": ["C", "C", "C", "O", "O", "S", "Br", "H", "H", "H", "H"],
  "xyz": [[-0.94123, -0.78321, 2.09302], [0.74163, -0.54660, -1.06844], [0.37213, 0.67315, -0.25286], [-0.44680, -1.75629, 1.72764], [-1.53342, 0.04446, 2.61538], [-1.01517, 1.48913, -1.00146], [2.09578, 1.89776, -0.50876], [1.78686, -0.56583, -1.51995], [0.00560, -0.83385, -1.93544], [0.54096, -1.37938, -0.42081], [-1.60635, 1.76065, 0.27168]],
  "atomic_forces_ev_per_a": [[0.40, -0.75, -0.23], [-0.39, -1.03, -2.28], [0.35, 0.22, -0.21], [0.68, -0.97, -0.60], [-0.95, 1.85, 0.67], [-0.80, 0.39, 2.13], [-0.13, 0.22, 0.11], [-1.33, -0.11, 0.84], [1.13, 0.97, 0.97], [0.66, -0.80, 0.39], [0.38, 0.00, -1.81]],
  "homo_lumo_gap_ev": 6.04,
  "e_above_lowest_kcal_mol": 11.15,
  "charge": -1,
  "total_energy_ha": -3239.403543
}

***

Record 2
{
  "formula": "C40H28IN8O4SeTi",
  "method": "ωB97M-V/def2-TZVPD",
  "species": ["Ti", "O", "C", "C", "C", "C", "C", "C", "C", "N", "N", "C", "O", "C", "C", "C", "C", "C", "C", "H", "H", "H", "H", "H", "H", "H", "H", "H", "H", "C", "C", "N", "C", "C", "C", "O", "C", "C", "N", "C", "C", "C", "C", "C", "C", "I", "C", "O", "H", "H", "H", "H", "H", "H", "H", "H", "H", "H", "H", "H", "Se", "N", "C", "C", "C", "C", "C", "N", "C", "C", "N", "C", "C", "C", "C", "C", "N", "H", "H", "H", "H", "H", "H"],
  "xyz": [[-0.68107, 1.28887, -0.81965], [-1.84612, 2.30763, -1.80756], [-3.14939, 2.51198, -1.61667], [-4.01400, 2.53477, -2.71155], [-5.36456, 2.73623, -2.51426], [-5.88234, 2.95284, -1.23636], [-5.03187, 2.97985, -0.15507], [-3.65989, 2.74843, -0.32215], [-2.73323, 2.89777, 0.77140], [-1.54113, 2.44020, 0.68050], [-0.59009, 2.82202, 1.61059], [0.54613, 2.90547, 0.97936], [0.63558, 2.62037, -0.30074], [1.77093, 3.31393, 1.68967], [1.83968, 3.23423, 3.07875], [3.01081, 3.58172, 3.73113], [4.10911, 4.02159, 3.00314], [4.03748, 4.11376, 1.61962], [2.87259, 3.75503, 0.96111], [-3.60401, 2.37473, -3.69995], [-6.03150, 2.73128, -3.36707], [-6.94278, 3.11762, -1.10112], [-5.41398, 3.18252, 0.83923], [-3.00321, 3.47201, 1.65354], [0.97408, 2.89545, 3.63351], [3.06735, 3.51530, 4.81017], [5.02115, 4.30010, 3.51686], [4.88912, 4.47097, 1.05474], [2.80235, 3.82333, -0.11731], [-4.04952, -1.05077, -1.71828], [-2.92181, -1.98404, -1.39404], [-3.21686, -3.22752, -1.05405], [-2.22913, -4.08973, -0.81123], [-0.89753, -3.79116, -1.00479], [0.15717, -4.82005, -0.73024], [1.09106, -4.26328, 0.20282], [-0.55691, -2.48901, -1.40595], [0.79156, -2.18668, -1.85330], [1.18435, -0.99980, -2.05163], [2.44063, -0.72637, -2.59595], [3.57268, -1.52285, -2.43497], [4.78693, -1.12899, -2.97338], [4.89113, 0.06678, -3.66973], [3.77878, 0.88272, -3.82052], [2.57133, 0.48625, -3.27340], [0.86636, 1.68597, -3.47341], [-1.58352, -1.53649, -1.48339], [-1.37248, -0.23188, -1.62838], [-4.98620, -1.59955, -1.66378], [-3.92454, -0.64313, -2.72406], [-4.09853, -0.19296, -1.04513], [-2.52533, -5.07535, -0.46438], [0.67145, -5.10994, -1.65421], [-0.31724, -5.71389, -0.32108], [1.73517, -4.94158, 0.43291], [1.41758, -3.04961, -2.09306], [3.50314, -2.43848, -1.85941], [5.66017, -1.75565, -2.84328], [5.83987, 0.37277, -4.09037], [3.85506, 1.81959, -4.35717], [1.26550, -4.40836, 4.61764], [-0.26849, -3.71659, 4.04426], [0.03343, -2.74884, 3.22778], [-0.96253, -1.94083, 2.54660], [-2.33228, -2.11693, 2.72302], [-3.19729, -1.30240, 2.02601], [-2.67096, -0.34174, 1.17530], [-1.36758, -0.16607, 0.98971], [-0.52042, -0.95310, 1.66408], [0.90211, -0.72861, 1.43080], [1.19896, 0.20894, 0.52730], [2.47509, 0.50900, 0.33260], [3.51405, -0.12559, 1.00537], [3.21530, -1.13118, 1.89715], [1.87565, -1.45162, 2.11879], [1.44187, -2.50225, 3.02160], [2.26130, -3.27747, 3.67214], [-2.68823, -2.88664, 3.39522], [-4.26954, -1.40543, 2.11835], [-3.33080, 0.30352, 0.60986], [2.67936, 1.28594, -0.39175], [4.53595, 0.16939, 0.80824], [3.98757, -1.66847, 2.43294]],
  "atomic_forces_ev_per_a": [[0.24, -0.38, 0.48], [0.16, -0.13, -0.08], [-0.30, 0.10, 0.05], [0.04, -0.04, 0.00], [0.01, 0.00, -0.04], [-0.08, 0.00, 0.04], [0.02, 0.01, 0.05], [-0.02, -0.03, -0.18], [0.13, 0.00, 0.02], [-0.17, 0.18, 0.01], [0.17, 0.10, 0.08], [-0.11, 0.08, 0.20], [0.13, 0.15, -0.14], [0.00, 0.04, 0.04], [-0.04, -0.02, 0.00], [0.00, 0.00, 0.02], [0.03, 0.01, 0.02], [0.03, 0.01, -0.01], [-0.03, 0.00, -0.02], [0.00, 0.00, 0.01], [0.02, 0.00, 0.01], [0.03, 0.00, 0.00], [0.01, 0.00, -0.02], [0.01, 0.01, 0.04], [0.02, 0.01, -0.01], [0.00, 0.00, -0.03], [-0.03, -0.01, -0.02], [-0.02, -0.01, 0.01], [0.01, 0.00, 0.01], [-0.04, 0.00, -0.08], [0.06, -0.02, -0.02], [-0.09, 0.06, -0.03], [0.03, -0.05, 0.08], [-0.02, 0.03, -0.01], [0.07, -0.01, -0.05], [-0.04, 0.00, -0.01], [-0.47, 0.11, 0.16], [0.28, -0.09, -0.06], [-0.06, 0.10, 0.09], [0.13, 0.15, 0.02], [0.02, 0.00, 0.02], [0.02, -0.04, 0.01], [0.03, 0.00, -0.02], [-0.04, 0.09, -0.05], [0.01, -0.03, -0.05], [0.14, 0.08, -0.03], [0.00, -0.31, 0.05], [-0.15, -0.25, -0.17], [-0.01, 0.00, 0.00], [-0.02, 0.00, 0.02], [-0.04, -0.05, -0.13], [0.01, 0.04, -0.03], [0.01, -0.01, 0.01], [0.00, -0.02, 0.01], [0.00, 0.00, 0.00], [0.03, 0.02, -0.03], [0.00, 0.01, -0.01], [-0.02, 0.01, 0.00], [-0.02, 0.00, 0.01], [0.00, -0.02, 0.02], [0.03, -0.11, 0.11], [-0.03, -0.11, 0.05], [0.21, 0.03, -0.01], [-0.11, 0.15, -0.16], [0.02, 0.00, -0.01], [-0.06, -0.02, 0.02], [0.06, 0.09, 0.08], [-0.11, 0.25, -0.07], [-0.09, -0.13, -0.03], [0.12, -0.09, -0.03], [-0.11, 0.04, -0.13], [0.03, -0.02, -0.11], [0.07, -0.04, -0.01], [-0.03, -0.01, 0.01], [0.01, 0.18, -0.16], [-0.18, -0.05, 0.05], [0.08, -0.07, 0.03], [0.01, 0.01, 0.00], [0.02, 0.00, 0.00], [0.07, 0.01, 0.14], [-0.02, -0.01, -0.01], [-0.03, 0.00, 0.01], [-0.02, 0.00, -0.01]],
  "homo_lumo_gap_ev": 7.45,
  "e_above_lowest_kcal_mol": 0.00,
  "charge": 1,
  "total_energy_ha": -5828.664279
}

***

Record 3
{
  "formula": "C14H16O",
  "method": "ωB97M-V/def2-TZVPD",
  "species": ["C", "C", "C", "C", "C", "O", "C", "C", "H", "H", "H", "H", "H", "H", "H", "H", "C", "C", "C", "C", "C", "C", "C", "H", "H", "H", "H", "H", "H", "H", "H"],
  "xyz": [[-2.69178, 1.83410, -3.21033], [-1.61327, 2.25395, -2.23382], [-0.31959, 2.52154, -2.64992], [0.67972, 2.81841, -1.72762], [0.37839, 2.83223, -0.37506], [1.35191, 2.98790, 0.57108], [-0.89841, 2.55394, 0.07685], [-1.88844, 2.33791, -0.86780], [-3.53846, 2.51925, -3.13262], [-2.99413, 0.80019, -3.04355], [-2.32867, 1.92738, -4.24211], [-0.03358, 2.52252, -3.70028], [1.67398, 3.05375, -2.07522], [2.21171, 3.10873, 0.15973], [-1.16741, 2.66115, 1.11427], [-2.93115, 2.17996, -0.60197], [0.14165, -4.60500, 1.21477], [0.72014, -3.25339, 1.51807], [0.14922, -2.09825, 1.02009], [0.58740, -0.82539, 1.39448], [1.69179, -0.69954, 2.20156], [2.29822, -1.85598, 2.70812], [1.81148, -3.10094, 2.37225], [-0.51336, -4.56694, 0.34914], [-0.47226, -4.92904, 2.06087], [0.89115, -5.37136, 1.03356], [-0.75418, -2.10805, 0.42446], [-0.02335, -0.01077, 1.03826], [2.15730, 0.24801, 2.42776], [3.10479, -1.75836, 3.41914], [2.31921, -3.97791, 2.75584]],
  "atomic_forces_ev_per_a": [[0.43, 0.63, -0.23], [0.01, -0.19, -0.17], [0.45, 0.16, 0.00], [-0.51, 0.08, -0.06], [0.79, -0.63, 0.12], [-0.03, 0.27, 0.34], [-0.79, 0.70, -0.49], [-0.27, -0.40, -0.44], [-0.20, -0.29, 0.08], [-0.16, 0.09, 0.02], [-0.03, -0.14, 0.23], [-0.27, -0.12, 0.10], [0.20, -0.03, 0.04], [-0.01, 0.01, -0.13], [0.21, -0.19, 0.24], [0.20, 0.00, 0.39], [-0.25, -0.01, 0.14], [0.23, 0.04, -0.12], [-0.57, 0.60, 0.42], [-0.31, -0.63, -0.39], [0.68, -0.23, 0.33], [-0.38, 0.48, -0.13], [0.23, -0.35, -0.02], [-0.04, 0.04, -0.12], [0.07, -0.09, -0.05], [0.16, 0.02, 0.05], [0.01, -0.40, -0.20], [0.37, 0.45, -0.05], [-0.32, 0.25, 0.12], [0.24, -0.05, -0.11], [-0.12, -0.09, 0.10]],
  "homo_lumo_gap_ev": 9.27,
  "e_above_lowest_kcal_mol": 5.84,
  "total_energy_ha": -618.306686
}